A molecular structure, C22H22Br2IrN4O5. Source: the OMol25 dataset; level of theory: ωB97M-V/def2-TZVPD.

```
56
Properties=species:S:1:pos:R:3:mulliken_spin:R:1
Ir 0.33 -0.02 0.46 0.795
Br 0.15 -5.13 0.97 0.004
C -1.22 -3.90 0.59 0.042
C -2.53 -4.37 0.41 -0.018
C -3.55 -3.51 0.11 0.031
Br -5.29 -4.20 -0.14 0.002
C -3.31 -2.12 -0.01 -0.011
C -4.27 -1.15 -0.35 0.012
C -3.91 0.16 -0.46 -0.010
C -2.58 0.53 -0.22 0.006
N -1.66 -0.35 0.11 -0.014
C -1.99 -1.67 0.20 -0.034
C -0.91 -2.56 0.50 0.029
O 0.29 -2.07 0.65 0.117
H -2.73 -5.43 0.50 0.000
H -5.29 -1.46 -0.53 0.001
H -4.62 0.92 -0.73 0.000
H -2.27 1.56 -0.28 -0.005
C 1.82 -1.62 -4.73 0.000
N 2.07 -1.16 -3.36 0.000
C 3.32 -1.14 -2.84 -0.001
C 3.60 -0.78 -1.57 0.000
C 2.47 -0.41 -0.79 -0.023
O 2.44 -0.04 0.43 0.001
N 1.24 -0.43 -1.33 -0.004
C 0.94 -0.83 -2.59 -0.008
O -0.18 -0.91 -3.05 0.004
H 2.75 -1.56 -5.29 0.000
H 1.07 -0.98 -5.19 0.000
H 1.45 -2.64 -4.73 0.000
H 4.11 -1.44 -3.53 0.000
H 4.60 -0.77 -1.17 0.000
C 2.26 2.87 -1.40 -0.001
C 1.48 2.84 -0.09 -0.004
C 1.08 4.26 0.30 0.006
C 0.23 1.96 -0.17 0.003
H 3.14 3.52 -1.32 0.000
H 1.63 3.25 -2.20 0.001
H 2.62 1.88 -1.70 0.001
H 2.14 2.45 0.70 -0.004
H 0.40 4.68 -0.45 -0.001
H 1.95 4.91 0.36 0.001
H 0.57 4.28 1.26 -0.001
H -0.17 1.97 -1.19 0.006
H -0.54 2.38 0.49 0.008
O 1.80 -0.62 3.22 0.025
C 0.81 0.03 3.39 -0.006
C 0.29 0.53 4.73 -0.003
C -1.03 1.21 4.40 -0.002
C -1.14 1.14 2.89 -0.016
O -2.03 1.64 2.24 0.033
N -0.07 0.44 2.37 0.038
H 1.03 1.21 5.15 0.001
H 0.20 -0.32 5.41 0.000
H -1.08 2.26 4.71 0.000
H -1.90 0.71 4.83 0.000
```

Summary:
2S+1: 2
Charge: 0
Strongest force on any atom, eV/A: 0.08
ΔE to the lowest compared entry with this formula, charge and spin, kJ/mol: 0.00
E_LUMO (alpha / beta), Eh: -0.012 / -0.074
Kohn-Sham gap (alpha / beta), eV: 7.60 / 5.92
Electronic energy, eV: -182295.3984